No. 1
{
  "formula": "C2H10N2",
  "method": "ωB97M-V with the def2-TZVPD basis set",
  "homo_lumo_gap_ha": 0.367,
  "e_homo_ev": -9.062,
  "de_lowest_kcal_mol": 39.3,
  "max_force_ev_per_a": 2.4,
  "symbols": ["C", "N", "H", "H", "H", "H", "H", "C", "N", "H", "H", "H", "H", "H"],
  "xyz": [[0.452, 1.288, -0.565], [1.041, 2.441, 0.102], [-0.326, 1.714, -1.220], [-0.003, 0.495, 0.052], [1.235, 0.837, -1.197], [1.937, 2.079, 0.449], [0.420, 2.491, 0.917], [-0.340, -1.457, 0.623], [-1.418, -2.092, -0.142], [-0.802, -0.977, 1.501], [0.140, -0.678, 0.007], [0.438, -2.157, 0.972], [-1.880, -1.342, -0.667], [-0.896, -2.643, -0.832]],
  "lowdin_charge": [-0.226, -0.069, 0.080, 0.002, 0.089, 0.060, 0.063, -0.219, -0.068, 0.084, 0.000, 0.085, 0.060, 0.059]
}

No. 2
{
  "formula": "C2H10N2O",
  "method": "ωB97M-V with the def2-TZVPD basis set",
  "homo_lumo_gap_ha": 0.359,
  "e_homo_ev": -8.831,
  "de_lowest_kcal_mol": 24.4,
  "max_force_ev_per_a": 2.8,
  "symbols": ["C", "N", "C", "N", "H", "H", "H", "H", "H", "H", "H", "H", "O", "H", "H"],
  "xyz": [[0.722, -1.095, 1.137], [0.665, 0.324, 0.794], [1.671, 0.736, -0.233], [1.179, 0.554, -1.557], [1.519, -1.430, 1.834], [0.806, -1.782, 0.290], [-0.259, -1.387, 1.621], [0.971, 0.844, 1.605], [1.768, 1.824, 0.025], [2.580, 0.237, 0.067], [1.546, 0.954, -2.399], [0.190, 0.428, -1.683], [-3.703, -0.442, -0.195], [-3.509, -0.624, 0.726], [-3.378, 0.450, -0.338]],
  "lowdin_charge": [-0.164, -0.133, -0.343, 0.005, 0.072, 0.072, 0.078, 0.084, 0.112, 0.097, 0.062, 0.064, -0.061, 0.026, 0.030]
}

No. 3
{
  "formula": "C2H10N2O",
  "method": "ωB97M-V with the def2-TZVPD basis set",
  "homo_lumo_gap_ha": 0.375,
  "e_homo_ev": -9.523,
  "de_lowest_kcal_mol": 69.4,
  "max_force_ev_per_a": 11.6,
  "symbols": ["N", "C", "C", "N", "H", "H", "H", "H", "H", "H", "H", "H", "O", "H", "H"],
  "xyz": [[1.087, -0.359, 1.196], [-0.349, -0.793, 0.817], [-1.037, -0.316, -0.541], [-0.236, -0.479, -1.794], [1.494, -1.201, 1.643], [1.733, 0.026, 0.523], [-1.006, -0.482, 1.626], [-0.291, -1.923, 0.690], [-1.963, -1.084, -0.618], [-1.357, 0.683, -0.346], [0.313, 0.412, -2.258], [0.669, -0.912, -1.572], [0.600, 2.301, 0.380], [-0.344, 2.682, -0.225], [0.687, 1.446, 0.479]],
  "lowdin_charge": [-0.043, -0.230, -0.293, -0.057, 0.075, 0.046, 0.093, 0.108, 0.141, 0.051, 0.131, 0.037, -0.100, 0.208, -0.165]
}

No. 4
{
  "formula": "C2H10N2O",
  "method": "ωB97M-V with the def2-TZVPD basis set",
  "homo_lumo_gap_ha": [0.442, 0.194],
  "multiplicity": 2,
  "e_homo_ev": [-15.586, -14.612],
  "charge": 1,
  "de_lowest_kcal_mol": 45.6,
  "max_force_ev_per_a": 5.1,
  "symbols": ["N", "C", "C", "N", "H", "H", "H", "H", "H", "H", "H", "H", "H", "H", "O"],
  "xyz": [[1.459, 0.464, -0.832], [0.167, 1.073, -0.555], [-1.032, 0.103, -0.772], [-2.098, 0.375, 0.287], [2.047, 0.253, -0.025], [2.086, 0.963, -1.484], [-0.201, 1.818, -1.259], [0.103, 1.425, 0.552], [-1.663, 0.181, -1.780], [-0.533, -0.873, -0.735], [-2.998, 0.243, -0.114], [-1.964, -0.248, 1.008], [0.505, -1.313, 1.160], [2.037, -1.173, 1.516], [1.280, -1.775, 1.617]],
  "lowdin_charge": [0.192, -0.160, -0.169, 0.107, 0.108, 0.152, 0.140, 0.181, 0.177, 0.114, 0.089, 0.054, 0.037, 0.032, -0.052]
}

No. 5
{
  "formula": "C2H10N2O2",
  "method": "ωB97M-V with the def2-TZVPD basis set",
  "homo_lumo_gap_ha": [0.104, 0.332],
  "multiplicity": 2,
  "e_homo_ev": [1.187, -5.058],
  "charge": -1,
  "de_lowest_kcal_mol": 7.7,
  "max_force_ev_per_a": 1.1,
  "symbols": ["C", "N", "C", "N", "H", "H", "H", "H", "H", "H", "H", "H", "O", "H", "H", "O"],
  "xyz": [[0.089, -0.520, -2.044], [1.979, 0.395, -0.114], [0.775, -0.141, 0.170], [-0.100, -0.626, -0.628], [-0.765, -0.003, -2.489], [0.088, -1.478, -2.561], [0.920, 0.078, -2.442], [2.637, 0.506, 0.640], [2.334, 0.579, -1.047], [0.429, -0.062, 1.190], [-1.223, 1.187, 1.758], [-1.768, 2.389, 0.925], [-1.070, 2.117, 1.530], [-1.619, -1.462, 0.967], [-1.049, -1.812, 2.255], [-1.658, -1.148, 1.891]],
  "lowdin_charge": [-0.333, 0.030, -0.567, -0.061, 0.047, 0.041, 0.024, -0.016, 0.013, 0.052, -0.013, 0.015, -0.106, 0.008, 0.012, -0.146]
}

No. 6
{
  "formula": "C2H10N2O2",
  "method": "ωB97M-V with the def2-TZVPD basis set",
  "homo_lumo_gap_ha": 0.294,
  "e_homo_ev": -7.257,
  "de_lowest_kcal_mol": 33.0,
  "max_force_ev_per_a": 3.4,
  "symbols": ["N", "C", "C", "N", "H", "H", "H", "H", "H", "H", "O", "H", "H", "O", "H", "H"],
  "xyz": [[0.718, 0.876, 0.643], [-0.617, 0.753, 0.242], [-1.081, 0.062, -0.828], [-2.423, -0.007, -1.296], [1.418, 0.961, -0.079], [0.748, 1.695, 1.219], [-1.344, 1.096, 0.893], [-0.442, -0.542, -1.436], [-2.522, -0.621, -2.103], [-3.133, 0.663, -1.065], [0.108, -1.643, 2.183], [0.175, -0.692, 2.307], [-0.070, -1.743, 1.242], [2.608, 0.221, -1.111], [3.420, -0.198, -0.823], [1.888, -0.351, -0.819]],
  "lowdin_charge": [0.010, -0.230, -0.206, 0.014, 0.026, 0.082, 0.085, 0.091, 0.076, 0.072, -0.075, 0.002, 0.012, -0.049, 0.060, 0.029]
}

Q: Number 6 is which compound?
A: C2H10N2O2